ORCA calculation (ωB97M-V with the def2-TZVPD basis set) on C4H6ClNO2S in the gas phase.

* multiplicity: 1
* net charge: 0
* relative energy (zero: lowest compared OMol25 entry of this formula, charge and spin): 53.60 kJ/mol
* highest occupied orbital energy: -9.55 eV
* lowest unoccupied orbital energy: 0.019 hartree

Last column: Mulliken charge in e.
Cartesian coordinates (Å):
C -0.125 0.014 -0.350  0.41
C -0.960 -1.106 0.069  -0.35
C 1.054 0.477 0.512  -0.69
C -2.248 -1.102 -0.200  -0.68
N 1.264 -0.192 -0.771  -0.40
O 3.652 -1.472 0.104  -0.45
O 1.447 -2.445 0.584  -0.52
S 2.418 -1.984 -0.399  0.68
Cl -3.491 -2.280 0.074  -0.17
H -0.685 0.753 -0.893  0.37
H -0.366 -1.818 0.513  0.69
H 1.381 1.432 0.817  0.29
H 1.250 -0.192 1.290  0.29
H -2.780 -0.210 -0.579  0.27
H 1.656 0.340 -1.527  0.27



ORCA calculation (ωB97M-V with the def2-TZVPD basis set) on a gas-phase ion, C10H20N3 (charge +1).

* multiplicity: 1
* net charge: +1
* relative energy (zero: lowest compared OMol25 entry of this formula, charge and spin): 778.74 kJ/mol
* highest occupied orbital energy (alpha / beta): -11.40 / -11.27 eV
* lowest unoccupied orbital energy (alpha / beta): -0.159 / -0.131 hartree

Last column: Mulliken charge in e.
Cartesian coordinates (Å):
C 1.402 0.143 -1.307  0.16
C 1.254 -1.079 -1.642  0.75
C -1.170 -0.340 -0.070  -0.64
C 2.211 -2.102 -2.115  -1.34
C 0.468 2.361 -1.430  -0.67
C -0.327 1.125 1.868  -1.70
C 0.519 -1.235 1.631  -1.36
C -1.994 -0.734 2.239  -1.94
C 1.779 1.539 -1.114  -0.84
C -0.663 -0.392 1.389  2.08
N -0.068 -1.637 -1.693  -0.69
N -0.975 -1.181 -1.061  0.06
N -2.469 0.312 -0.248  0.09
H 2.273 -2.849 -1.402  0.32
H 3.262 -1.583 -2.299  0.30
H 1.960 -2.527 -3.016  0.42
H -0.320 1.976 -0.753  -0.17
H 0.179 2.120 -2.515  0.31
H 0.536 3.483 -1.407  0.41
H 0.590 1.544 1.431  0.22
H -0.066 1.094 2.851  0.58
H -1.088 1.810 1.721  0.42
H 0.756 -1.593 2.671  0.41
H 0.604 -2.107 0.966  0.32
H 1.420 -0.593 1.287  0.27
H -2.686 0.118 2.290  0.49
H -1.437 -1.065 3.117  0.51
H -2.407 -1.645 1.798  0.45
H 2.200 1.755 -0.232  0.49
H 2.498 1.755 -1.875  0.32
H -2.935 0.079 -1.107  0.42
H -2.256 1.220 -0.559  0.32
H -3.047 0.228 0.586  0.24



ORCA calculation (ωB97M-V with the def2-TZVPD basis set) on C3H7NOS2 in the gas phase.

* multiplicity: 1
* net charge: 0
* relative energy (zero: lowest compared OMol25 entry of this formula, charge and spin): 402.68 kJ/mol
* highest occupied orbital energy: -8.10 eV
* lowest unoccupied orbital energy: -0.002 hartree

Last column: Mulliken charge in e.
Cartesian coordinates (Å):
C 0.503 0.250 0.389  0.27
C 2.278 -1.089 0.203  -0.73
C -1.797 1.412 -0.646  -1.00
N -2.052 -1.078 0.219  -0.66
O 0.867 -1.034 0.392  -0.23
S 1.311 1.640 0.123  -0.24
S -1.333 0.263 0.679  0.34
H 2.525 -2.116 0.547  0.26
H 2.832 -0.408 0.932  0.36
H 2.553 -0.758 -0.947  0.28
H -2.896 1.425 -0.656  0.33
H -1.678 1.042 -1.566  0.41
H -1.141 2.253 -0.577  0.38
H -1.971 -1.801 0.908  0.23



ORCA calculation (ωB97M-V with the def2-TZVPD basis set) on a molecular structure, C28H64BNO10Si2.

* multiplicity: 1
* net charge: 0
* highest occupied orbital energy: -8.80 eV
* lowest unoccupied orbital energy: 0.002 hartree

Last column: Mulliken charge in e.
Cartesian coordinates (Å):
C 3.181 -4.748 4.548  -1.33
C 3.577 -3.810 3.369  0.40
Si 2.421 -4.167 1.934  0.04
O 0.879 -3.648 2.351  0.01
Si 0.367 -2.166 1.778  0.07
C -1.192 -1.687 2.726  -0.80
C -1.791 -2.813 3.575  -1.17
C -2.350 -3.989 2.777  -0.77
C -3.417 -3.666 1.760  0.65
C -4.152 -2.485 1.747  -0.15
C -5.112 -2.239 0.763  -0.85
C -5.360 -3.172 -0.235  -0.21
C -4.650 -4.371 -0.206  -0.66
C -3.697 -4.617 0.773  -0.66
C 1.664 -0.786 2.017  -0.02
O 1.987 -0.184 0.722  -0.08
N 0.847 0.398 0.212  0.04
O 1.015 0.776 -0.884  -0.34
B 3.075 -3.463 0.151  0.67
O 4.075 -2.522 0.154  -0.50
O 2.598 -3.863 -1.072  -0.55
C 2.936 -5.204 -1.424  -0.76
H 3.992 -5.418 4.813  0.34
H 2.352 -5.394 4.262  0.32
H 2.833 -4.183 5.404  0.32
H 4.634 -3.895 3.126  0.55
H 3.425 -2.802 3.749  -0.48
H 2.345 -5.649 1.829  -0.30
H 0.022 -2.289 0.348  -0.12
H -1.894 -1.272 2.008  0.46
H -0.915 -0.874 3.398  0.54
H -1.004 -3.211 4.213  0.40
H -2.549 -2.429 4.256  0.56
H -2.807 -4.674 3.494  0.47
H -1.537 -4.546 2.323  0.28
H -3.987 -1.728 2.499  0.34
H -5.636 -1.295 0.788  0.38
H -6.087 -2.951 -0.997  0.50
H -4.834 -5.112 -0.970  0.37
H -3.161 -5.555 0.765  0.40
H 2.585 -1.108 2.488  0.05
H 1.262 0.024 2.621  0.52
H 4.598 -2.575 0.958  0.27
H 3.075 -5.267 -2.496  0.24
H 2.121 -5.869 -1.144  0.27
H 3.847 -5.548 -0.937  0.30
C -1.207 1.816 -5.055  -1.28
C -1.516 3.059 -4.234  0.41
C -0.436 3.319 -3.196  -0.87
O -2.789 2.922 -3.600  -0.56
H -1.162 0.935 -4.409  0.28
H -1.991 1.641 -5.793  0.35
H -0.253 1.910 -5.574  0.35
H -1.603 3.921 -4.897  0.23
H -0.369 2.485 -2.492  0.21
H -0.671 4.212 -2.615  0.27
H 0.541 3.455 -3.663  0.28
H -2.738 2.164 -3.007  0.34
C 2.565 6.682 -3.683  -1.12
C 1.750 7.396 -4.752  0.30
C 0.502 6.607 -5.115  -1.12
O 2.549 7.621 -5.912  -0.58
H 2.898 5.705 -4.045  0.31
H 3.455 7.259 -3.432  0.36
H 1.980 6.529 -2.774  0.28
H 1.463 8.385 -4.391  0.30
H 0.773 5.628 -5.521  0.26
H -0.075 7.127 -5.880  0.34
H -0.133 6.454 -4.241  0.32
H 2.819 6.762 -6.252  0.35
C 5.583 0.962 4.486  -1.33
C 4.158 0.834 5.002  0.50
C 4.047 1.288 6.449  -1.43
O 3.710 -0.519 4.876  -0.41
H 6.259 0.334 5.073  0.39
H 5.646 0.632 3.449  0.27
H 5.934 1.993 4.545  0.40
H 3.490 1.429 4.379  0.22
H 4.679 0.669 7.092  0.36
H 3.022 1.189 6.804  0.35
H 4.356 2.328 6.561  0.39
H 4.284 -1.071 5.418  0.28
C 4.776 2.746 0.610  -1.07
C 3.975 3.521 -0.427  0.52
C 2.688 4.075 0.168  -0.85
O 3.682 2.688 -1.544  -0.58
H 4.197 1.892 0.974  0.01
H 5.694 2.356 0.169  0.34
H 5.039 3.377 1.462  0.39
H 4.579 4.343 -0.816  0.30
H 2.051 3.260 0.521  0.09
H 2.125 4.625 -0.587  0.10
H 2.892 4.743 1.007  0.41
H 3.148 1.952 -1.224  0.31
C -7.729 -0.876 -3.261  -1.24
C -8.688 -2.002 -2.906  0.40
C -10.135 -1.540 -2.967  -1.32
O -8.388 -2.512 -1.605  -0.51
H -7.832 -0.050 -2.551  0.32
H -6.696 -1.221 -3.212  0.30
H -7.920 -0.493 -4.264  0.40
H -8.542 -2.837 -3.593  0.26
H -10.308 -0.733 -2.249  0.36
H -10.809 -2.357 -2.709  0.32
H -10.393 -1.176 -3.962  0.38
H -8.508 -1.796 -0.973  0.34



ORCA calculation (ωB97M-V with the def2-TZVPD basis set) on a molecular structure, C26H31Br2CdI2N2O.

* multiplicity: 1
* net charge: +1
* highest occupied orbital energy: -10.13 eV
* lowest unoccupied orbital energy: -0.097 hartree

Last column: Mulliken charge in e.
Cartesian coordinates (Å):
Cd -0.098 0.092 -0.412  2.23
C 2.210 -3.110 1.059  -2.32
C 1.161 -2.694 0.062  1.47
C -0.204 -2.901 0.309  0.66
C -0.668 -3.515 1.609  -2.42
C -1.154 -2.606 -0.683  1.50
C -2.592 -3.021 -0.507  -2.24
C -0.745 -2.023 -1.898  0.34
C -1.762 -1.684 -2.953  -2.78
C 0.633 -1.859 -2.168  0.25
C 1.049 -1.520 -3.575  -1.62
C 1.580 -2.180 -1.177  1.69
C 3.052 -2.081 -1.479  -2.59
H 1.792 -3.648 1.902  0.43
H 2.755 -2.244 1.439  0.32
H 2.928 -3.773 0.580  0.47
H -0.056 -3.204 2.454  0.61
H -0.606 -4.602 1.547  0.38
H -1.698 -3.250 1.832  0.55
H -3.178 -2.253 0.000  0.27
H -2.655 -3.943 0.065  0.50
H -3.054 -3.207 -1.470  0.51
H -2.681 -1.322 -2.499  0.54
H -1.997 -2.567 -3.549  0.47
H -1.398 -0.911 -3.622  0.47
H 0.849 -0.475 -3.822  0.14
H 0.489 -2.135 -4.276  0.43
H 2.103 -1.708 -3.742  0.46
H 3.267 -1.264 -2.164  0.58
H 3.391 -3.008 -1.946  0.37
H 3.637 -1.931 -0.577  0.53
I -3.754 5.435 2.921  0.07
C -3.238 3.804 1.679  -0.54
C -3.329 3.917 0.302  -0.23
C -2.911 2.853 -0.464  -0.12
I -2.920 2.950 -2.574  0.01
C -2.402 1.661 0.073  -0.12
O -1.970 0.718 -0.729  -1.02
C -2.385 1.559 1.482  0.68
C -1.963 0.258 2.112  -0.90
N -0.538 -0.024 1.868  -0.02
C 0.334 0.870 2.624  -0.84
C 1.498 1.414 1.836  0.33
C 2.310 2.376 2.431  -0.92
C 3.405 2.853 1.742  -0.53
C 3.688 2.321 0.490  -0.86
C 2.824 1.381 -0.036  -0.49
N 1.735 0.953 0.609  0.70
C -2.780 2.634 2.259  -0.40
H -3.702 4.814 -0.162  0.42
H -2.543 -0.553 1.662  0.20
H -2.173 0.282 3.189  0.48
H -0.361 -0.988 2.145  -0.34
H 0.746 0.367 3.509  0.41
H -0.247 1.728 2.980  0.36
H 2.076 2.735 3.420  0.55
H 4.035 3.612 2.174  0.46
H 4.562 2.632 -0.062  0.47
H 3.012 0.936 -1.005  0.33
H -2.738 2.553 3.336  0.47
Br 0.805 2.021 -2.750  -0.01
C 0.701 3.859 -2.140  -0.66
Br 0.326 3.935 -0.249  -0.02
H -0.112 4.338 -2.678  0.39
H 1.658 4.342 -2.334  0.49



What did the first record say?
ORCA calculation (ωB97M-V with the def2-TZVPD basis set) on C4H6ClNO2S in the gas phase.

* multiplicity: 1
* net charge: 0
* relative energy (zero: lowest compared OMol25 entry of this formula, charge and spin): 53.60 kJ/mol
* highest occupied orbital energy: -9.55 eV
* lowest unoccupied orbital energy: 0.019 hartree

Last column: Mulliken charge in e.
Cartesian coordinates (Å):
C -0.125 0.014 -0.350  0.41
C -0.960 -1.106 0.069  -0.35
C 1.054 0.477 0.512  -0.69
C -2.248 -1.102 -0.200  -0.68
N 1.264 -0.192 -0.771  -0.40
O 3.652 -1.472 0.104  -0.45
O 1.447 -2.445 0.584  -0.52
S 2.418 -1.984 -0.399  0.68
Cl -3.491 -2.280 0.074  -0.17
H -0.685 0.753 -0.893  0.37
H -0.366 -1.818 0.513  0.69
H 1.381 1.432 0.817  0.29
H 1.250 -0.192 1.290  0.29
H -2.780 -0.210 -0.579  0.27
H 1.656 0.340 -1.527  0.27



Please write out number 1 again, unchanged.
ORCA calculation (ωB97M-V with the def2-TZVPD basis set) on C4H6ClNO2S in the gas phase.

* multiplicity: 1
* net charge: 0
* relative energy (zero: lowest compared OMol25 entry of this formula, charge and spin): 53.60 kJ/mol
* highest occupied orbital energy: -9.55 eV
* lowest unoccupied orbital energy: 0.019 hartree

Last column: Mulliken charge in e.
Cartesian coordinates (Å):
C -0.125 0.014 -0.350  0.41
C -0.960 -1.106 0.069  -0.35
C 1.054 0.477 0.512  -0.69
C -2.248 -1.102 -0.200  -0.68
N 1.264 -0.192 -0.771  -0.40
O 3.652 -1.472 0.104  -0.45
O 1.447 -2.445 0.584  -0.52
S 2.418 -1.984 -0.399  0.68
Cl -3.491 -2.280 0.074  -0.17
H -0.685 0.753 -0.893  0.37
H -0.366 -1.818 0.513  0.69
H 1.381 1.432 0.817  0.29
H 1.250 -0.192 1.290  0.29
H -2.780 -0.210 -0.579  0.27
H 1.656 0.340 -1.527  0.27